(1)
{"formula": "C4H9BaClFGaNO2", "method": "the ωB97M-V functional and the def2-TZVPD basis", "species": ["Ba", "Ga", "Cl", "F", "O", "O", "N", "C", "C", "C", "C", "H", "H", "H", "H", "H", "H", "H", "H", "H"], "xyz": [[0.80626, 3.32684, 0.79875], [-0.90239, 0.55785, -0.77177], [2.64743, 1.32861, 1.72767], [-0.69494, 2.55441, -0.75285], [-3.33346, -0.78042, -0.77404], [-4.13162, -2.76054, -0.77014], [-3.76094, -1.93008, -0.04672], [3.05780, -0.68026, -0.07653], [2.03125, 0.39443, 0.22306], [0.61137, -0.09073, 0.47872], [-2.64773, 0.13553, 0.09055], [0.56488, -1.17617, 0.37577], [-2.49183, -0.33504, 1.06715], [3.36076, -1.19337, 0.83503], [3.94202, -0.28667, -0.57538], [-0.70080, 0.10990, -2.24654], [0.30353, 0.11791, 1.50756], [2.03547, 1.10789, -0.61522], [-3.28860, 1.00506, 0.27029], [2.59152, -1.40516, -0.74536]], "atomic_forces_ev_per_a": [[-0.4, 0.3, -0.2], [-0.3, -1.0, -0.3], [0.4, -0.1, 0.0], [0.2, 0.0, 0.2], [0.0, -0.3, 0.1], [-0.1, 0.2, 0.1], [0.1, 0.1, -0.3], [0.0, 0.0, -0.1], [-0.3, -0.6, -0.4], [-0.2, 0.8, 0.3], [-0.1, 0.4, 0.3], [0.0, 0.0, 0.0], [0.0, -0.1, -0.1], [-0.1, -0.1, 0.0], [0.0, 0.1, 0.1], [0.2, 0.3, -0.1], [0.1, -0.2, 0.1], [0.4, 0.3, 0.3], [0.0, 0.0, -0.1], [0.0, 0.0, 0.0]], "mulliken_charge": [1.791, 0.281, -0.293, -0.605, -0.204, -0.297, 0.208, -1.507, 0.151, -1.054, -0.545, 0.414, 0.403, 0.393, 0.362, -0.126, 0.600, 0.286, 0.357, 0.384], "homo_lumo_gap_ev": 6.895, "energy_ha": -2873.089461, "homo_ev": -11.73, "charge": 1, "e_lumo_ev": -4.836}

---

(2)
{"formula": "C4H9Br2OP", "method": "the ωB97M-V functional and the def2-TZVPD basis", "species": ["Br", "Br", "P", "O", "C", "C", "C", "C", "H", "H", "H", "H", "H", "H", "H", "H", "H"], "xyz": [[0.42071, -3.69454, 1.24526], [-2.22491, -2.42180, 2.92727], [-0.09189, -2.03377, 2.50468], [-0.40697, -0.86434, 0.25366], [-0.11396, -0.00002, -1.77006], [0.02992, 0.33457, -0.25309], [1.55674, 0.44705, -0.03461], [-0.86735, 1.54879, 0.20258], [1.67486, 0.48029, 1.04794], [1.99683, -0.53283, -0.52724], [-1.09755, 0.22824, -2.20364], [1.77720, 1.38345, -0.45051], [-1.91250, 1.24143, 0.39004], [-0.82861, 2.28064, -0.62720], [-0.80779, 2.05329, 1.28845], [0.12281, -1.03176, -1.80473], [0.77246, 0.58130, -2.18880]], "atomic_forces_ev_per_a": [[0.1, -0.3, -0.1], [0.4, 0.2, -0.1], [-0.6, 1.6, -2.1], [-0.6, -2.2, 2.9], [1.0, 2.4, 0.1], [-0.4, -0.4, 0.8], [-1.5, -2.3, 0.3], [-0.3, 0.6, 1.4], [0.5, -0.2, 0.0], [-0.4, 2.4, 1.1], [0.5, 0.0, 0.1], [1.4, 1.1, -0.8], [0.3, -0.4, -1.1], [-0.2, 0.1, 0.8], [1.3, -0.9, -2.4], [0.1, -1.0, -0.5], [-1.6, -0.6, -0.4]], "nbo_charge": [-0.122, -0.164, 0.686, -0.681, -0.599, 0.241, -0.627, -0.663, 0.205, 0.217, 0.217, 0.204, 0.228, 0.210, 0.214, 0.230, 0.203], "homo_lumo_gap_ev": [6.775, 6.775], "energy_ha": -5722.334832, "homo_ev": [-8.58, -8.58], "e_lumo_ev": [-1.803, -1.803]}

---

(3)
{"formula": "C4H9BrClNS", "method": "the ωB97M-V functional and the def2-TZVPD basis", "species": ["Br", "Cl", "S", "N", "C", "C", "C", "C", "H", "H", "H", "H", "H", "H", "H", "H", "H"], "xyz": [[-1.18753, -0.50233, 3.25758], [-1.11914, 2.56852, 2.94644], [-0.97185, -0.49048, -0.66482], [-1.90339, 1.00842, 2.61149], [0.11687, 0.36336, 0.29771], [-2.50637, 0.27527, -0.19646], [1.66042, -1.71199, 0.29877], [1.49482, -0.15344, 0.56672], [1.52824, -2.07113, 1.27442], [-0.30328, 1.21338, 0.85096], [-3.19102, -0.49977, -0.22834], [1.85479, 0.04370, 1.61450], [-2.33322, 0.64527, 0.87835], [-2.61408, 1.02734, -0.88665], [0.95610, -2.04619, -0.53126], [2.15808, 0.37035, -0.13980], [2.73497, -1.88949, 0.11841]], "atomic_forces_ev_per_a": [[1.3, -1.4, 1.2], [0.4, -0.8, 0.1], [1.5, 0.4, 1.3], [-1.3, 1.9, -1.5], [-0.7, -0.9, 0.3], [2.2, 0.1, 2.0], [0.3, 2.1, -1.2], [0.3, -0.7, -0.6], [-1.0, -1.5, 1.0], [0.2, -0.1, -0.2], [-1.7, -1.2, -0.3], [-0.7, 0.3, -1.1], [-0.4, -0.1, -0.8], [-1.1, 1.9, -1.4], [1.3, -0.1, 1.4], [0.0, 0.2, 0.3], [-0.6, -0.1, -0.6]], "nbo_charge": [0.117, -0.008, 0.536, -0.847, -0.136, -0.784, -0.606, -0.511, 0.227, 0.273, 0.236, 0.264, 0.322, 0.227, 0.215, 0.255, 0.220], "homo_lumo_gap_ev": [5.618, 4.486], "energy_ha": -3644.745720, "homo_ev": [-7.15, -6.51], "e_lumo_ev": [-1.531, -2.026]}

---

Copy entry 3 word for word.
{"formula": "C4H9BrClNS", "method": "the ωB97M-V functional and the def2-TZVPD basis", "species": ["Br", "Cl", "S", "N", "C", "C", "C", "C", "H", "H", "H", "H", "H", "H", "H", "H", "H"], "xyz": [[-1.18753, -0.50233, 3.25758], [-1.11914, 2.56852, 2.94644], [-0.97185, -0.49048, -0.66482], [-1.90339, 1.00842, 2.61149], [0.11687, 0.36336, 0.29771], [-2.50637, 0.27527, -0.19646], [1.66042, -1.71199, 0.29877], [1.49482, -0.15344, 0.56672], [1.52824, -2.07113, 1.27442], [-0.30328, 1.21338, 0.85096], [-3.19102, -0.49977, -0.22834], [1.85479, 0.04370, 1.61450], [-2.33322, 0.64527, 0.87835], [-2.61408, 1.02734, -0.88665], [0.95610, -2.04619, -0.53126], [2.15808, 0.37035, -0.13980], [2.73497, -1.88949, 0.11841]], "atomic_forces_ev_per_a": [[1.3, -1.4, 1.2], [0.4, -0.8, 0.1], [1.5, 0.4, 1.3], [-1.3, 1.9, -1.5], [-0.7, -0.9, 0.3], [2.2, 0.1, 2.0], [0.3, 2.1, -1.2], [0.3, -0.7, -0.6], [-1.0, -1.5, 1.0], [0.2, -0.1, -0.2], [-1.7, -1.2, -0.3], [-0.7, 0.3, -1.1], [-0.4, -0.1, -0.8], [-1.1, 1.9, -1.4], [1.3, -0.1, 1.4], [0.0, 0.2, 0.3], [-0.6, -0.1, -0.6]], "nbo_charge": [0.117, -0.008, 0.536, -0.847, -0.136, -0.784, -0.606, -0.511, 0.227, 0.273, 0.236, 0.264, 0.322, 0.227, 0.215, 0.255, 0.220], "homo_lumo_gap_ev": [5.618, 4.486], "energy_ha": -3644.745720, "homo_ev": [-7.15, -6.51], "e_lumo_ev": [-1.531, -2.026]}